[1]
Molecular formula: C20H28N3O2
Method: DFT, ωB97M-V with the def2-TZVPD basis set

Geometry (Å):
C (1.4897, -2.6019, 1.5090)
N (2.3850, -1.5577, 1.9601)
C (3.6131, -1.8668, 2.5266)
C (4.2252, -0.6953, 2.8108)
N (3.3799, 0.3223, 2.3918)
C (3.7872, 1.7101, 2.4316)
C (2.2297, -0.2004, 1.8767)
C (1.0605, 0.6128, 1.4934)
C (-0.2102, -0.0524, 1.2558)
C (-1.2606, 0.5324, 0.5505)
C (-2.6465, 0.0399, 0.7863)
C (-3.7451, 0.6687, 0.1546)
C (-5.0352, 0.1387, 0.2778)
C (-5.2837, -0.9403, 1.1331)
C (-4.2214, -1.5239, 1.8297)
C (-2.9077, -1.0963, 1.5917)
O (1.1858, 1.8607, 1.4172)
H (1.0702, -2.3681, 0.5222)
H (2.0743, -3.5292, 1.4280)
H (0.6869, -2.7735, 2.2410)
H (3.9352, -2.8898, 2.6653)
H (5.1701, -0.4892, 3.2870)
H (2.9928, 2.3324, 2.8568)
H (4.6980, 1.7709, 3.0406)
H (4.0383, 2.0618, 1.4211)
H (-0.3128, -1.0287, 1.7194)
H (-1.1361, 1.5642, 0.1871)
H (-3.5573, 1.5204, -0.5118)
H (-5.8553, 0.5603, -0.3094)
H (-6.2962, -1.3250, 1.2578)
H (-4.3977, -2.3137, 2.5600)
H (-2.0782, -1.6458, 2.0433)
C (2.5849, 2.5324, -1.0397)
O (1.6286, 1.4994, -1.2079)
C (0.9939, 1.5631, -2.4612)
C (0.1140, 0.3403, -2.6618)
C (-0.8447, 0.3968, -3.8408)
C (-1.9519, -0.6038, -3.4881)
C (-1.7683, -0.9365, -2.0010)
N (-0.7249, -0.0019, -1.4921)
H (2.9172, 2.4669, -0.0054)
H (3.4512, 2.4119, -1.7101)
H (2.1567, 3.5322, -1.2042)
H (0.4094, 2.4979, -2.5404)
H (1.7496, 1.5314, -3.2715)
H (0.8148, -0.5107, -2.8182)
H (-1.2609, 1.4027, -3.9413)
H (-0.3268, 0.1379, -4.7694)
H (-2.9479, -0.1968, -3.6893)
H (-1.8503, -1.5272, -4.0658)
H (-2.7134, -0.8292, -1.4575)
H (-1.4329, -1.9801, -1.8437)
H (-0.0762, -0.5242, -0.8956)

Results
LUMO level ... -3.80 eV
Energy relative to the best compared isomer or geometry (same formula, charge and spin) ... 74.5 kcal per mole
Frontier orbital gap ... 0.263 Eh
HOMO level ... -10.9 eV
Charge ... +1
Strongest force on any atom ... 3.39 eV Å⁻¹

=====

[2]
Molecular formula: C20H28N6PdSbTe
Method: DFT, ωB97M-V with the def2-TZVPD basis set

Geometry (Å):
Pd (0.2506, 1.1551, 0.2459)
N (1.9610, 3.7297, -1.0840)
C (0.8376, 4.1578, -0.5100)
N (0.4809, 5.4218, -0.7052)
C (-0.6437, 5.7998, -0.1038)
N (-1.0633, 7.0499, -0.2819)
N (-1.4039, 5.0095, 0.6959)
C (-0.9707, 3.7853, 0.8266)
N (0.1253, 3.2730, 0.2377)
C (-1.7236, 2.8783, 1.7357)
C (-2.8945, 3.3009, 2.3443)
C (-3.5551, 2.4266, 3.1909)
C (-3.0189, 1.1683, 3.4059)
C (-1.8407, 0.8307, 2.7614)
N (-1.2026, 1.6620, 1.9415)
H (2.5010, 4.3815, -1.6264)
H (2.2704, 2.7793, -0.9618)
H (-0.5396, 7.6701, -0.8739)
H (-1.9147, 7.3552, 0.1539)
H (-3.2618, 4.2955, 2.1435)
H (-4.4736, 2.7253, 3.6771)
H (-3.4971, 0.4551, 4.0616)
H (-1.3841, -0.1391, 2.9114)
Te (-0.0047, 1.1975, -2.3040)
C (-0.0283, -0.7346, -3.1487)
C (-1.1693, -1.5298, -3.0585)
C (-1.1822, -2.7976, -3.6252)
C (-0.0642, -3.2690, -4.3008)
C (1.0642, -2.4686, -4.4167)
C (1.0834, -1.2067, -3.8412)
H (-2.0454, -1.1616, -2.5404)
H (-2.0697, -3.4127, -3.5488)
H (-0.0777, -4.2538, -4.7489)
H (1.9318, -2.8286, -4.9545)
H (1.9670, -0.5881, -3.9289)
C (-1.6753, -2.6620, 1.1237)
C (-0.3210, -2.4663, 1.7969)
Sb (0.9629, -1.2721, 0.5803)
C (2.7786, -1.1420, 1.7046)
C (3.2527, -2.4362, 2.3481)
C (1.3947, -2.6683, -0.9649)
C (1.5547, -4.1173, -0.5280)
H (-2.3174, -3.3175, 1.7131)
H (-1.5666, -3.1147, 0.1354)
H (-2.1996, -1.7140, 0.9863)
H (0.1884, -3.4172, 1.9527)
H (-0.4152, -1.9943, 2.7764)
H (2.6020, -0.3735, 2.4602)
H (3.5227, -0.7343, 1.0179)
H (2.5091, -2.8444, 3.0339)
H (4.1630, -2.2595, 2.9221)
H (3.4793, -3.2016, 1.6082)
H (2.2867, -2.2939, -1.4687)
H (0.5804, -2.5804, -1.6782)
H (2.4173, -4.2744, 0.1173)
H (1.6850, -4.7498, -1.4073)
H (0.6737, -4.4841, 0.0004)

Results
LUMO level ... -3.77 eV
Energy relative to the best compared isomer or geometry (same formula, charge and spin) ... 15.8 kcal per mole
Frontier orbital gap ... 0.237 Eh
HOMO level ... -10.2 eV
Charge ... +1
Strongest force on any atom ... 0.43 eV Å⁻¹

=====

[3]
Molecular formula: C20H28NO2OsS
Method: DFT, ωB97M-V with the def2-TZVPD basis set

Geometry (Å):
O (0.0128, -0.2218, -3.1355)
C (0.1361, 1.1207, -3.7157)
C (0.2306, 0.6337, -5.1502)
H (1.0564, 1.5945, -3.3625)
H (-0.7357, 1.7540, -3.5023)
C (0.1719, -0.7646, -4.4876)
H (1.1750, 0.8907, -5.6321)
H (-0.6389, 0.8775, -5.7598)
C (1.4846, -1.4958, -4.6827)
H (2.3422, -0.8505, -4.4469)
H (1.5559, -1.7925, -5.7377)
H (1.5252, -2.4054, -4.0739)
C (-1.0257, -1.5880, -4.9105)
H (-1.9524, -1.0285, -4.7469)
H (-1.0498, -2.5147, -4.3302)
H (-0.9383, -1.8471, -5.9740)
Os (-0.6332, -0.9828, 2.5005)
C (-2.2762, -0.8934, 3.8388)
C (-1.5729, 0.3445, 3.8712)
C (-1.6644, 0.9414, 2.5871)
H (-1.0241, 0.7433, 4.7150)
C (-2.4312, 0.0679, 1.7551)
C (-2.8146, -1.0507, 2.5344)
H (-3.3651, -1.9166, 2.1761)
H (-2.3415, -1.6042, 4.6564)
H (-1.2014, 1.8798, 2.2937)
H (-2.6750, 0.2246, 0.7104)
C (0.5523, -1.6804, 4.1272)
C (0.3556, -2.7482, 3.2125)
C (0.9669, -2.3898, 1.9787)
H (-0.2113, -3.6578, 3.3923)
C (1.5370, -1.0973, 2.1341)
C (1.2634, -0.6472, 3.4564)
H (1.5089, 0.3208, 3.8869)
H (0.1933, -1.6274, 5.1485)
H (0.9707, -2.9822, 1.0761)
H (2.0952, -0.5498, 1.3773)
O (1.8523, 1.2816, -1.2045)
C (0.6591, 0.5960, -0.6934)
C (-0.5245, 1.5549, -0.7652)
H (0.8572, 0.4197, 0.3964)
H (0.4457, -0.3546, -1.2154)
C (0.1463, 2.9305, -0.9192)
H (-1.0989, 1.5047, 0.1577)
H (-1.1821, 1.2939, -1.5961)
C (1.6423, 2.6451, -0.6926)
H (-0.2807, 3.6741, -0.2385)
H (-0.0326, 3.2334, -1.9638)
H (1.8926, 2.6214, 0.3872)
H (2.3173, 3.3652, -1.1766)
S (1.0002, 1.7675, 6.1955)
C (0.9029, 0.6279, 7.3565)
N (0.8206, -0.2182, 8.1920)

Results
LUMO level (spin up / spin down) ... -2.41 / -6.47 eV
Energy relative to the best compared isomer or geometry (same formula, charge and spin) ... 20.1 kcal per mole
Frontier orbital gap (spin up / spin down) ... 0.233 / 0.195 Eh
HOMO level (spin up / spin down) ... -8.7 / -11.8 eV
Charge ... +1
Strongest force on any atom ... 7.70 eV Å⁻¹
Spin multiplicity ... 5

=====

[4]
Molecular formula: C20H28NO2PdSe
Method: DFT, ωB97M-V with the def2-TZVPD basis set

Geometry (Å):
O (-0.1405, -0.1045, 0.3878)
C (0.9145, -0.5400, -0.5177)
C (0.3889, 0.3343, -1.6511)
H (0.8204, -1.6165, -0.6950)
H (1.9013, -0.2572, -0.1335)
C (-0.7331, 0.7171, -0.6574)
H (0.0811, -0.2351, -2.5327)
H (1.0591, 1.1657, -1.8923)
C (-2.0974, 0.1740, -1.0239)
H (-2.0494, -0.9106, -1.1734)
H (-2.4398, 0.6513, -1.9497)
H (-2.8224, 0.4028, -0.2338)
C (-0.7973, 2.1726, -0.2657)
H (0.2014, 2.5957, -0.1262)
H (-1.3695, 2.3037, 0.6605)
H (-1.3094, 2.7343, -1.0562)
Pd (0.2453, 0.3049, 2.9809)
C (1.0941, 1.8791, 4.3280)
C (1.9841, 0.7737, 4.2084)
C (2.3737, 0.6709, 2.8379)
H (2.2932, 0.1319, 5.0319)
C (1.7041, 1.7051, 2.1070)
C (0.9349, 2.4688, 3.0341)
H (0.3336, 3.3454, 2.7889)
H (0.6453, 2.1787, 5.2664)
H (3.0473, -0.0717, 2.4037)
H (1.8182, 1.9093, 1.0502)
C (-1.7101, -0.7335, 4.7632)
C (-1.6733, 0.5825, 4.0100)
C (-2.0451, 0.3667, 2.6646)
H (-1.6546, 1.5270, 4.5394)
C (-2.0442, -1.0761, 2.4334)
C (-1.6653, -1.7156, 3.6001)
H (-1.5486, -2.7795, 3.8006)
H (-2.6480, -0.8915, 5.3324)
H (-2.3336, 1.1543, 1.9713)
H (-2.3350, -1.5556, 1.5044)
O (0.7345, -1.4793, -4.4960)
C (0.1983, -0.4807, -5.3905)
C (0.4411, -0.9134, -6.8447)
H (0.7021, 0.4819, -5.1868)
H (-0.8709, -0.3454, -5.1583)
C (1.5831, -1.9454, -6.7258)
H (0.6821, -0.0731, -7.4933)
H (-0.4573, -1.4146, -7.2196)
C (1.3997, -2.4891, -5.3005)
H (2.5458, -1.4269, -6.8014)
H (1.5389, -2.7240, -7.4859)
H (2.3472, -2.7616, -4.8138)
H (0.7678, -3.3964, -5.3377)
Se (0.6718, 0.3203, 8.0856)
C (-0.1390, -0.2765, 6.6775)
N (-0.5692, -0.8381, 5.6948)

Results
LUMO level (spin up / spin down) ... -3.64 / -7.38 eV
Energy relative to the best compared isomer or geometry (same formula, charge and spin) ... 0.0 kcal per mole
Frontier orbital gap (spin up / spin down) ... 0.164 / 0.135 Eh
HOMO level (spin up / spin down) ... -8.1 / -11.1 eV
Charge ... +1
Strongest force on any atom ... 2.83 eV Å⁻¹
Spin multiplicity ... 5

=====

[5]
Molecular formula: C20H29ErN3O5SSb
Method: DFT, ωB97M-V with the def2-TZVPD basis set

Geometry (Å):
C (2.4753, 3.3945, 3.2033)
C (1.5671, 4.2074, 2.1039)
C (0.3445, 3.2277, 1.5176)
O (-0.0179, 3.5095, 0.1468)
Sb (0.0128, 1.9112, -1.1169)
C (-0.0594, 0.3188, -2.6395)
C (0.5726, -1.1250, -2.2120)
C (-0.4465, -2.4158, -2.5093)
C (-0.4824, -3.3056, -1.1335)
S (-1.0339, -5.0855, -1.3543)
C (-0.8229, -5.8340, 0.3805)
N (-1.3640, -7.1164, 0.9715)
N (-0.8728, -7.0316, 2.2941)
C (-0.0402, -5.7762, 2.6122)
O (-0.0134, -5.0101, 1.3388)
C (-1.0389, 0.5506, 0.2714)
C (-2.4663, -0.0719, -0.3096)
O (-3.2377, -0.4622, 0.9181)
C (-4.4691, 0.3946, 0.8850)
C (-5.9381, -0.2735, 0.4538)
O (-4.4464, 1.7242, 1.1547)
N (-1.7698, 2.6649, -1.9480)
C (-1.4610, 3.3938, -3.0844)
O (-0.9345, 4.1996, -4.0172)
C (2.0502, 1.2456, -0.4709)
C (2.3871, 0.2555, 0.7792)
C (3.9484, -0.2077, 1.1600)
C (5.2406, 0.3064, 0.2528)
C (4.9293, 1.3150, -1.0191)
C (3.3669, 1.7724, -1.3586)
H (2.0603, 3.5011, 4.3069)
H (2.5536, 2.2342, 2.9818)
H (3.5793, 3.8180, 3.2095)
H (2.1703, 4.7058, 1.2330)
H (1.0382, 5.0932, 2.7046)
H (-0.5970, 3.5015, 2.1994)
H (0.6405, 2.1409, 1.7976)
H (0.8551, 2.9573, -2.2846)
H (-1.2079, 0.1195, -2.8955)
H (0.4283, 0.7089, -3.6513)
H (0.9282, -1.2227, -1.1043)
H (1.5292, -1.2975, -2.9008)
H (-1.5514, -2.0573, -2.7777)
H (0.0199, -3.0736, -3.3824)
H (-1.0965, -2.7985, -0.2680)
H (0.6416, -3.3553, -0.7379)
H (0.4896, -5.4588, 3.6114)
H (-0.3605, -0.4147, 0.4550)
H (-1.2895, 0.9875, 1.3264)
H (-3.1384, 0.7079, -0.8596)
H (-2.2986, -1.0801, -0.8960)
H (-6.3604, -0.7337, 1.4695)
H (-6.6815, 0.5077, -0.0004)
H (-5.7425, -1.2030, -0.2652)
H (1.5364, -0.1499, 1.4694)
H (4.1468, -0.9132, 2.1016)
H (6.3367, -0.0335, 0.5070)
H (5.8023, 1.7362, -1.7157)
H (3.1696, 2.5027, -2.2729)
Er (-3.5815, -2.1065, -0.6315)

Results
LUMO level (spin up / spin down) ... -8.47 / -9.29 eV
Frontier orbital gap (spin up / spin down) ... 0.166 / 0.134 Eh
HOMO level (spin up / spin down) ... -13.0 / -12.9 eV
Charge ... +2
Strongest force on any atom ... 10.77 eV Å⁻¹
Spin multiplicity ... 4